Below is a cluster of 5 separate species, C24H51O6P in total, with properties calculated with wB97M-V/def2-TZVPD.

Last column: Mulliken charge in e.
Cartesian coordinates (Å):
C1 -3.919 -0.043 1.216  -1.06
C2 -3.367 1.153 0.374  0.30
O1 -3.205 0.760 -0.981  -0.49
C3 -1.973 0.120 -1.224  -0.38
C4 -2.035 -1.459 -1.205  -0.70
P1 -0.763 -2.063 0.055  -0.01
C5 -1.429 -3.712 0.634  -0.27
C6 -2.649 -3.679 1.594  -0.44
C7 -2.321 -3.318 3.058  -0.71
O2 -1.577 -2.122 3.206  -0.39
C8 -0.193 -2.398 3.397  -0.59
H1 -4.476 -0.733 0.568  0.24
H2 -4.550 0.273 2.052  0.51
H3 -3.044 -0.610 1.563  0.04
H4 -2.423 1.488 0.827  -0.07
H5 -4.069 1.992 0.458  0.36
H6 -1.189 0.460 -0.531  0.27
H7 -1.637 0.391 -2.236  0.09
H8 -3.049 -1.805 -0.958  0.44
H9 -1.770 -1.896 -2.173  0.52
H10 -0.845 -1.087 1.083  -0.10
H11 -1.769 -4.227 -0.281  0.61
H12 -0.617 -4.339 1.026  -0.27
H13 -3.467 -3.053 1.220  0.13
H14 -3.060 -4.706 1.621  0.48
H15 -1.821 -4.125 3.616  0.42
H16 -3.283 -3.141 3.567  0.33
H17 0.364 -1.492 3.135  0.28
H18 -0.057 -2.682 4.453  0.33
H19 0.164 -3.215 2.760  0.18
C9 0.516 5.346 1.303  -0.33
C10 -0.875 5.724 1.775  -0.69
C11 -1.693 4.525 1.333  -0.32
O3 -0.818 3.387 1.374  -0.37
C12 0.532 3.846 1.539  -0.43
H20 1.315 5.868 1.829  0.43
H21 0.614 5.558 0.235  0.05
H22 -0.888 5.805 2.866  0.32
H23 -1.240 6.663 1.361  0.32
H24 -2.045 4.642 0.304  0.19
H25 -2.557 4.348 1.977  0.37
H26 0.846 3.608 2.562  0.39
H27 1.187 3.319 0.843  0.13
C13 -0.670 4.673 -4.189  -0.68
C14 -0.713 3.416 -3.339  -0.17
C15 -0.355 3.949 -1.967  0.55
O4 -0.839 5.303 -1.908  -0.42
C16 -1.216 5.717 -3.229  -0.54
H28 -1.246 4.602 -5.112  0.36
H29 0.366 4.910 -4.450  0.28
H30 -1.728 3.009 -3.328  0.24
H31 -0.035 2.633 -3.677  0.07
H32 0.731 3.973 -1.821  -0.05
H33 -0.801 3.364 -1.161  -0.30
H34 -2.310 5.760 -3.271  0.28
H35 -0.821 6.715 -3.423  0.29
C17 3.838 -6.010 2.293  -0.59
C18 2.838 -6.757 1.425  -0.61
C19 1.513 -6.312 2.022  -0.39
O5 1.716 -4.986 2.527  -0.31
C20 3.120 -4.694 2.536  -0.47
H36 4.814 -5.880 1.827  0.34
H37 3.979 -6.541 3.238  0.26
H38 2.916 -6.415 0.390  0.28
H39 2.966 -7.839 1.437  0.35
H40 1.218 -6.953 2.859  0.26
H41 0.704 -6.303 1.290  0.24
H42 3.322 -3.977 1.733  0.29
H43 3.390 -4.234 3.488  0.28
C21 4.300 0.348 -2.627  -0.59
C22 3.349 -0.418 -3.534  -0.64
C23 1.998 0.004 -2.986  -0.12
O6 2.152 1.328 -2.469  -0.30
C24 3.546 1.650 -2.406  -0.50
H44 5.291 0.499 -3.056  0.35
H45 4.415 -0.182 -1.678  0.26
H46 3.459 -0.074 -4.567  0.29
H47 3.497 -1.497 -3.518  0.35
H48 1.683 -0.638 -2.156  0.07
H49 1.215 0.000 -3.746  0.23
H50 3.764 2.375 -3.198  0.33
H51 3.771 2.111 -1.443  0.25

Its LUMO energy is 0.7349 eV. The molecular weight comes out at 466.64 g/mol. The calculation puts the highest occupied orbital energy at -7.86 eV. As for the SMILES: CCOCCPCCCOC.C1CCOC1.C1CCOC1.C1CCOC1.C1CCOC1. The net charge is 0.